A single C4H8N2O molecule in a non-equilibrium geometry. Source: the OMol25 dataset; level of theory: ωB97M-V/def2-TZVPD.

Results
SMILES: [H]/N=C\NOCC=C
LUMO energy, eV: 0.82
Highest occupied orbital energy, eV: -9.53
Orbital gap, eV: 10.4

Element x y z (Å)
C  -0.365344  -2.108333  -1.661839
C  -1.145651  -1.053200  -1.413182
C  -0.775244  0.217431  -0.756204
C  0.610810  1.170061  1.703030
H  0.668848  -2.121712  -1.273832
H  -0.782699  -2.951807  -2.191777
H  -2.204173  -1.038455  -1.743250
H  -1.380522  0.409876  0.127586
H  -0.955628  1.085057  -1.416649
H  0.729702  2.172351  -0.081661
H  0.679819  2.151723  2.231217
H  0.250499  -0.658959  1.672951
N  0.923336  1.295485  0.369021
N  0.261480  0.132829  2.338801
O  0.594127  0.199747  -0.438771

Forces on atoms 1 to 2 (eV/Å):
0.1 0.9 0.8
-0.8 -0.5 -0.7

Computed Löwdin charges, given in elementary charges: 0.02, -0.16, -0.25, -0.33, 0.07, 0.05, 0.11, 0.12, 0.13, 0.13, 0.12, 0.05, -0.01, 0.09, -0.14



A gas-phase ion, C4H11N2O (charge +2) in a non-equilibrium geometry. Source: the OMol25 dataset; level of theory: ωB97M-V/def2-TZVPD.

Results
LUMO energy (spin up / spin down), eV: -9.14 / -14.64
Highest occupied orbital energy (spin up / spin down), eV: -21.11 / -21.07
Orbital gap (spin up / spin down), eV: 12.0 / 6.4
Multiplicity: 2
Charge: +2

Element x y z (Å)
O  -1.844585  -1.126444  0.599226
C  -1.137271  -0.976944  -0.328846
N  -1.372956  -1.222676  -1.670858
C  0.302716  -0.350117  -0.084615
N  -0.017137  0.868113  0.872207
C  0.125453  2.208962  0.051187
C  1.181046  -1.300824  0.667957
H  -2.219325  -1.207190  -2.155909
H  -0.514314  -1.314472  -2.281193
H  0.945424  0.126112  -0.858233
H  -0.976237  0.686210  1.372030
H  0.611181  0.992441  1.601616
H  0.271925  2.179530  -1.048961
H  -0.709938  2.811884  0.263964
H  1.118535  2.752480  0.306438
H  1.881810  -1.007230  1.473699
H  0.547198  -2.073418  1.195512
H  1.806468  -2.046415  0.024785

Forces on atoms 1 to 2 (eV/Å):
-1.7 -0.3 0.7
2.4 0.9 -1.4

Computed Löwdin charges, given in elementary charges: 0.31, -0.33, 0.48, -0.19, 0.09, 0.05, -0.03, 0.17, 0.22, 0.16, 0.22, 0.13, 0.11, 0.08, 0.15, 0.12, 0.12, 0.15



A single C5H3N molecule in a non-equilibrium geometry. Source: the OMol25 dataset; level of theory: ωB97M-V/def2-TZVPD.

Results
SMILES: c1cc2cc-2n1
LUMO energy, eV: 0.06
Highest occupied orbital energy, eV: -8.90
Orbital gap, eV: 9.0

Element x y z (Å)
C  -0.676861  -0.741960  0.275328
C  0.827711  -1.001246  0.196143
C  -0.667547  0.825836  0.199562
C  1.306728  0.247745  -0.026951
C  -1.801863  0.096814  0.075621
N  0.529071  1.256227  -0.055526
H  0.843123  -1.418543  -0.845395
H  2.384290  0.313692  -0.192686
H  -2.744648  0.421438  0.373907

Forces on atoms 1 to 2 (eV/Å):
-0.7 1.5 -0.5
-4.7 -2.1 -1.9

Computed Löwdin charges, given in elementary charges: 0.02, -0.10, -0.19, -0.25, 0.11, 0.09, 0.12, 0.12, 0.08



A molecular structure, C5H6O2. Source: the OMol25 dataset; level of theory: ωB97M-V/def2-TZVPD.

Results
LUMO energy, eV: 0.81
Highest occupied orbital energy, eV: -8.94
Orbital gap, eV: 9.7

Element x y z (Å)
C  0.681599  1.411349  1.372976
O  0.225359  -1.955025  1.030072
C  -0.082016  -1.801234  -0.123114
C  -0.892700  -0.600965  -0.604809
O  -1.268247  0.199039  0.526639
C  -0.041348  0.849486  0.427197
C  0.111824  0.490277  -1.022486
H  1.706569  1.673176  1.158109
H  0.325051  1.532644  2.386884
H  0.298289  -2.473035  -0.920799
H  -1.734001  -0.861470  -1.255533
H  -0.384696  1.310085  -1.535950
H  1.066915  0.209132  -1.475006

Forces on atoms 1 to 2 (eV/Å):
0.0 0.0 0.1
-0.2 -0.2 -0.6

Computed Löwdin charges, given in elementary charges: 0.08, 0.09, -0.20, -0.25, 0.01, -0.38, -0.03, 0.06, 0.07, 0.13, 0.15, 0.13, 0.13



A molecular structure, C27H47F4N7O5S in a non-equilibrium geometry. Source: the OMol25 dataset; level of theory: ωB97M-V/def2-TZVPD.

Results
LUMO energy, eV: -0.66
Highest occupied orbital energy, eV: -8.39
Orbital gap, eV: 7.7

Element x y z (Å)
C  -0.113764  2.990025  1.115741
C  -0.452090  2.617162  2.620220
C  -1.551137  1.492674  2.788388
C  -1.386457  0.241403  1.833723
C  0.088928  -0.236138  1.625940
C  1.077103  -0.224820  2.701667
C  2.492895  -0.665924  2.393519
C  2.932061  -1.119810  1.062592
C  4.419015  -1.537905  0.933732
F  4.709237  -2.651458  1.738228
F  5.181866  -0.482153  1.504763
C  4.982886  -1.719576  -0.519986
F  4.740181  -0.652565  -1.365852
F  4.548119  -2.945565  -1.051697
C  1.882107  -1.157658  0.001154
N  2.060682  -1.586187  -1.299051
S  0.613074  -1.379498  -2.086122
N  -0.384869  -0.776258  -0.879451
C  0.441940  -0.714718  0.225571
H  0.365753  4.015830  1.140765
H  -0.996254  2.943032  0.427443
H  0.713284  2.287631  0.787030
H  0.465701  2.373261  3.234785
H  -0.880491  3.559146  3.089700
H  -1.506785  1.143408  3.864973
H  -2.590063  1.921587  2.656437
H  -1.922141  -0.620261  2.343914
H  -1.921513  0.394785  0.849693
H  0.736853  0.129656  3.699946
H  3.228935  -0.647378  3.246455
H  6.107641  -1.823764  -0.449391
C  -6.198894  0.428509  5.026619
C  -5.269920  0.424210  3.841942
O  -4.143106  -0.050879  3.902990
N  -5.714310  0.968504  2.680053
C  -7.001045  1.575050  2.404453
H  -5.701511  -0.038620  5.875355
H  -6.456440  1.454097  5.298518
H  -7.101600  -0.141665  4.797562
H  -5.035445  0.927632  1.934340
H  -7.471878  1.022072  1.589886
H  -6.835669  2.606450  2.084892
H  -7.654692  1.566536  3.271988
C  5.501483  2.154571  3.673033
C  4.854528  1.442012  4.831091
O  3.923427  0.662629  4.674668
N  5.332999  1.684697  6.078661
C  6.416504  2.563367  6.469751
H  5.009853  1.856634  2.748413
H  5.395331  3.234917  3.788843
H  6.556729  1.883632  3.606128
H  4.848750  1.170912  6.800153
H  7.175903  1.969184  6.981945
H  6.023645  3.309580  7.163199
H  6.865213  3.064465  5.616539
C  -8.027597  -4.109674  2.166950
C  -8.103080  -3.009783  3.192798
O  -8.087689  -1.827809  2.878434
N  -8.190472  -3.364083  4.502826
C  -8.222256  -4.695666  5.073053
H  -7.962068  -3.669595  1.173599
H  -7.138287  -4.720124  2.333957
H  -8.925100  -4.729414  2.212204
H  -8.237098  -2.574140  5.129022
H  -9.150607  -4.808641  5.636724
H  -7.377802  -4.799270  5.757272
H  -8.166328  -5.468360  4.311335
C  0.671117  -0.549213  -8.232918
C  -0.095008  -1.237076  -7.134546
O  -1.314109  -1.323960  -7.145242
N  0.615027  -1.774240  -6.102053
C  2.047129  -1.778953  -5.903656
H  -0.026504  -0.174789  -8.979228
H  1.228637  0.294028  -7.831312
H  1.349295  -1.255625  -8.717029
H  0.034975  -2.217635  -5.405075
H  2.379417  -2.817408  -5.840266
H  2.264002  -1.276422  -4.957629
H  2.577914  -1.277870  -6.709249
C  4.228877  2.583239  -10.053688
C  3.464909  1.897498  -8.951451
O  2.245406  1.811142  -8.964099
N  4.174185  1.364409  -7.918988
C  5.609724  1.361933  -7.721634
H  3.527499  2.953663  -10.799044
H  4.788049  3.431051  -9.653520
H  4.907310  1.877954  -10.537469
H  3.594670  0.923212  -7.220411
H  5.948251  0.325920  -7.655504
H  5.830323  1.867149  -6.779244
H  6.134733  1.862092  -8.530766

Forces on atoms 1 to 2 (eV/Å):
1.3 -0.3 1.1
-1.0 0.7 0.0

Computed Löwdin charges, given in elementary charges: -0.11, -0.26, -0.22, -0.16, -0.13, 0.02, 0.04, -0.04, -0.33, 0.07, 0.03, -0.25, 0.05, 0.02, -0.24, -0.25, 0.96, -0.23, -0.27, 0.07, 0.08, 0.07, 0.09, 0.10, 0.11, 0.10, 0.12, 0.11, 0.11, 0.09, 0.17, -0.01, -0.54, 0.02, 0.01, -0.08, 0.08, 0.08, 0.06, 0.14, 0.08, 0.08, 0.08, 0.00, -0.53, 0.01, 0.01, -0.08, 0.08, 0.09, 0.09, 0.14, 0.08, 0.08, 0.07, -0.01, -0.55, 0.02, 0.01, -0.08, 0.08, 0.09, 0.09, 0.13, 0.08, 0.08, 0.07, -0.02, -0.55, 0.03, 0.00, -0.08, 0.09, 0.05, 0.09, 0.12, 0.09, 0.07, 0.06, -0.01, -0.54, 0.02, 0.01, -0.07, 0.08, 0.09, 0.09, 0.13, 0.08, 0.08, 0.07



11 unconnected molecules or ions with the total composition C14H50O14 in a non-equilibrium geometry. Source: the OMol25 dataset; level of theory: ωB97M-V/def2-TZVPD.

Results
SMILES: OCCO.OCCO.OCCO.CO.CO.CO.CO.CO.CO.CO.CO
LUMO energy, eV: 0.09
Highest occupied orbital energy, eV: -9.43
Orbital gap, eV: 9.5

Element x y z (Å)
C  -2.967296  -3.624350  1.104457
O  -2.971953  -3.776284  2.512480
H  -3.926530  -3.977422  0.710408
H  -2.844326  -2.567241  0.866325
H  -2.220460  -4.238914  0.594613
H  -2.178268  -4.225185  2.813505
C  -2.364485  1.709963  2.889572
O  -1.004855  1.343121  2.730284
H  -2.492788  2.783081  3.046110
H  -2.983387  1.348966  2.060155
H  -2.751739  1.205684  3.780638
H  -0.473007  2.066384  2.343066
C  -3.240393  2.537515  -2.758738
O  -4.537992  3.039682  -3.024302
H  -3.156693  2.388725  -1.690511
H  -3.070100  1.583986  -3.269845
H  -2.465974  3.229844  -3.116020
H  -4.665430  3.024780  -3.977002
C  3.576087  1.214572  1.555840
O  2.939203  2.053532  0.600619
H  3.367193  0.156745  1.400853
H  4.663740  1.369485  1.530232
H  3.266354  1.521903  2.554204
H  2.908990  1.587251  -0.250577
C  -4.404985  -1.652035  -2.196935
O  -5.143843  -2.405990  -3.153563
H  -4.796872  -1.858649  -1.204644
H  -3.353271  -1.959837  -2.199099
H  -4.444750  -0.584790  -2.421061
H  -4.549938  -2.713595  -3.838928
C  2.625423  -2.773285  3.085786
O  3.134413  -3.525925  4.165180
H  2.101958  -3.409344  2.356170
H  1.934927  -1.982966  3.376265
H  3.458524  -2.381701  2.496889
H  2.450259  -4.157039  4.405885
C  1.077644  -1.884713  -4.339543
O  1.995422  -1.832109  -3.249384
H  0.119423  -1.468202  -4.036514
H  1.473189  -1.311225  -5.182402
H  0.926616  -2.915232  -4.668313
H  2.876836  -1.642503  -3.611303
C  -1.156516  -1.566485  4.687586
O  -0.676577  -2.702051  3.971194
H  -1.070650  -1.767518  5.753013
H  -0.529618  -0.684102  4.498568
H  -2.187702  -1.339200  4.400717
H  -0.745922  -2.503379  3.027841
C  0.203689  -0.673525  0.275636
C  -0.945046  -0.652060  -0.687663
O  -1.854769  0.408330  -0.420262
O  -0.205607  -1.101492  1.566870
H  0.695974  0.300103  0.354524
H  0.945601  -1.407633  -0.057537
H  -1.533593  -1.563683  -0.578981
H  -0.596657  -0.595178  -1.726767
H  -1.377109  1.250623  -0.489476
H  -0.622045  -0.335870  2.015323
C  4.853368  0.197744  -3.278625
C  3.671605  0.967683  -2.731651
O  2.950417  0.362905  -1.685099
O  4.518827  -1.002171  -4.011009
H  5.571163  0.019310  -2.469694
H  5.354076  0.889622  -3.975414
H  2.987920  1.235415  -3.553978
H  4.057628  1.927441  -2.384066
H  2.531950  -0.452198  -2.025508
H  5.346634  -1.417171  -4.267858
C  0.481216  4.519665  1.619241
C  -0.513788  4.174908  0.533958
O  0.034832  3.286939  -0.431961
O  1.026783  3.350731  2.194187
H  -0.051096  5.040331  2.415968
H  1.289579  5.152036  1.236903
H  -0.981253  5.058902  0.083260
H  -1.362488  3.655825  0.993559
H  0.474603  3.779026  -1.131225
H  1.527702  2.889493  1.487576

Forces on atoms 1 to 2 (eV/Å):
-0.4 -0.3 -0.1
-0.1 -0.2 0.0

Computed Löwdin charges, given in elementary charges: -0.16, -0.12, 0.08, 0.06, 0.08, 0.06, -0.14, -0.15, 0.08, 0.08, 0.08, 0.05, -0.17, -0.12, 0.06, 0.07, 0.08, 0.07, -0.12, -0.15, 0.07, 0.08, 0.08, 0.04, -0.15, -0.12, 0.08, 0.07, 0.07, 0.07, -0.18, -0.11, 0.08, 0.06, 0.07, 0.07, -0.12, -0.15, 0.07, 0.08, 0.08, 0.03, -0.14, -0.15, 0.08, 0.07, 0.08, 0.03, -0.22, -0.23, -0.08, -0.09, 0.11, 0.12, 0.10, 0.11, 0.06, 0.06, -0.20, -0.24, -0.08, -0.07, 0.13, 0.12, 0.13, 0.13, 0.07, 0.10, -0.23, -0.23, -0.06, -0.08, 0.13, 0.12, 0.13, 0.11, 0.10, 0.05